[1]
The following is a DFT calculation (ωB97M-V/def2-TZVPD) of a cluster of 14 separate species, C76H188Br4N12 in total at a distorted geometry.

The value obtained for the LUMO energy is 0.46 eV. Its gap between HOMO and LUMO is 8.369 eV. The energy relative to the best compared isomer or geometry (same formula, charge and spin) comes out at 29.85 kcal per mole. Its total energy is -13961.2057 hartree. The total charge is 0.

Last column: Löwdin charge in e.
Atoms and positions in Å:
Br 5.28502 -3.37083 6.09592  0.6628
C 5.56597 -1.69003 6.94180  -0.7510
C 4.92515 -0.51373 6.25135  -0.5628
Br 5.66601 1.15301 7.19654  0.5972
H 6.68603 -1.62614 6.98125  0.0679
H 5.18372 -1.76496 7.89054  0.0058
H 3.87691 -0.30152 6.32906  -0.0049
H 5.27206 -0.45745 5.20919  0.0428
Br -2.24869 1.31710 4.61057  0.7532
C -3.17420 1.70239 2.96639  -0.6907
C -2.78845 2.96835 2.29172  -0.6226
Br -4.04760 3.35268 0.79361  0.6005
H -4.19642 1.77526 3.28176  0.0216
H -2.86432 0.85729 2.33515  0.0206
H -1.86542 2.91467 1.72184  0.0396
H -2.77670 3.80506 2.94851  0.0330
C 5.46321 -0.98943 1.11802  -0.0937
C 5.64005 0.18672 0.12456  -0.2366
N 4.45455 0.40383 -0.74874  -0.1814
C 3.90783 -0.88862 -1.16921  -0.2315
C 4.87771 -1.72311 -2.10198  -0.0584
C 4.68939 1.27937 -1.89938  -0.2666
C 3.51525 1.97431 -2.54143  -0.1023
H 4.44174 -0.97220 1.51652  0.0590
H 6.23374 -0.90981 1.93218  0.0925
H 5.65164 -1.91100 0.57844  0.0506
H 5.85372 1.09705 0.68167  0.0974
H 6.45385 0.02848 -0.64513  0.1222
H 3.69516 -1.57776 -0.30256  0.1026
H 3.06378 -0.71221 -1.78411  0.0707
H 4.28680 -2.54748 -2.40887  0.0374
H 5.16789 -1.30573 -3.05781  0.0307
H 5.79576 -1.95790 -1.48595  0.0826
H 5.29060 0.75119 -2.64351  0.0939
H 5.33089 2.15763 -1.58730  0.1341
H 3.86755 2.56347 -3.43646  0.0881
H 2.98969 2.67877 -1.90600  0.0573
H 2.77482 1.31992 -2.98392  0.0470
C -4.20135 -2.42361 4.00699  -0.0628
C -3.30033 -3.45419 3.37389  -0.3045
N -3.71638 -4.77632 3.72697  -0.1584
C -3.09148 -5.09232 5.08666  -0.2165
C -3.65963 -6.36073 5.60409  -0.0824
C -3.14720 -5.67317 2.70958  -0.2905
C -3.83888 -5.60554 1.42028  -0.1023
H -4.40581 -2.52631 5.09780  0.0871
H -5.14502 -2.36358 3.50359  0.0602
H -3.62548 -1.49902 3.89017  0.0390
H -3.13870 -3.33450 2.28169  0.1080
H -2.30096 -3.33773 3.76066  0.0954
H -2.06281 -5.07362 4.91279  0.0846
H -3.30294 -4.26132 5.69201  0.0902
H -3.42705 -7.23840 5.06887  0.0492
H -3.38526 -6.52930 6.65383  0.0826
H -4.72139 -6.23545 5.67547  0.0765
H -3.24138 -6.69392 3.12820  0.1155
H -2.07824 -5.45496 2.58099  0.1049
H -4.87305 -5.51533 1.69700  0.0742
H -3.74377 -6.58920 0.90678  0.0887
H -3.59095 -4.84541 0.67197  0.0599
C -8.09424 6.78130 6.71254  -0.0999
C -7.60508 5.38272 6.50179  -0.2926
N -6.79570 5.26522 5.27890  -0.1893
C -5.39604 5.65668 5.59512  -0.2667
C -4.58671 6.25396 4.47601  -0.0904
C -6.92818 4.02338 4.52434  -0.2532
C -6.40683 2.75956 5.19244  -0.0905
H -7.28789 7.48087 6.36163  0.0835
H -8.37105 7.07220 7.70624  0.0616
H -8.96233 6.88148 6.05414  0.0752
H -7.02768 5.09519 7.39739  0.1122
H -8.48904 4.73281 6.42170  0.1171
H -5.43945 6.42587 6.36051  0.0987
H -4.84948 4.73435 6.01794  0.1239
H -4.42101 5.55689 3.65156  0.0477
H -5.13322 7.15062 4.11443  0.0878
H -3.62385 6.63610 4.79084  0.0692
H -6.49725 4.27644 3.53663  0.1097
H -8.00711 3.88639 4.35880  0.1116
H -6.50884 1.91538 4.44839  0.0927
H -6.75789 2.58946 6.17547  0.0539
H -5.32653 2.85849 5.44944  0.0497
C 4.66454 -1.57677 -5.90300  -0.0697
C 5.09199 -0.11402 -6.19042  -0.2239
N 6.50060 0.20679 -5.72970  -0.1412
C 6.76331 1.65677 -5.74165  -0.2753
C 6.31177 2.37111 -6.96426  -0.1167
C 7.49233 -0.48833 -6.59073  -0.2925
C 8.48528 -1.30838 -5.80748  -0.1007
H 5.09515 -2.24631 -6.65765  0.0700
H 3.58557 -1.78180 -5.96412  0.0670
H 5.04637 -1.89138 -4.95866  0.0286
H 5.13372 -0.00848 -7.31025  0.1141
H 4.42298 0.60271 -5.79066  0.0870
H 6.23179 2.14071 -4.95190  0.0947
H 7.76150 1.87581 -5.61714  0.0874
H 6.72489 1.93873 -7.91215  0.0855
H 5.21241 2.31381 -7.05498  0.0662
H 6.57405 3.44831 -7.03627  0.0848
H 8.18678 0.21052 -7.13937  0.1204
H 7.07734 -1.01671 -7.41620  0.0933
H 8.99197 -1.96668 -6.53218  0.0718
H 7.96714 -1.96516 -5.05436  0.0845
H 9.26125 -0.64307 -5.40195  0.0723
C 4.04341 1.21571 3.45842  -0.0899
C 3.19428 2.22876 4.18686  -0.2368
N 3.31842 3.65065 3.74640  -0.1815
C 2.99418 3.84008 2.34305  -0.2785
C 1.64084 3.28462 2.03196  -0.0850
C 4.61236 4.19251 4.16780  -0.2550
C 4.52697 5.72042 4.24903  -0.0834
H 3.87457 1.07874 2.41365  0.0485
H 3.87818 0.26633 3.90743  0.0394
H 5.10191 1.26112 3.56586  0.0676
H 2.13454 1.96844 3.99278  0.0787
H 3.34342 2.11625 5.24102  0.0736
H 3.17274 4.93775 2.04239  0.1287
H 3.84357 3.36406 1.75228  0.1218
H 1.57405 2.19324 2.20986  0.0531
H 0.84011 3.87029 2.58377  0.1100
H 1.57461 3.26842 0.96667  0.0534
H 5.52093 3.84308 3.56036  0.1302
H 4.78889 3.78450 5.14134  0.0808
H 3.69796 6.12005 3.60062  0.0780
H 5.44608 6.28789 4.08621  0.0687
H 4.29270 5.98374 5.23175  0.0390
C -0.00979 0.69964 -1.25376  -0.0519
C 0.07824 -0.47878 -0.25450  -0.2625
N -0.83653 -0.42569 0.85534  -0.1572
C -2.23259 -0.81408 0.43678  -0.2403
C -2.51700 -2.01511 -0.41488  -0.0822
C -0.39219 -1.28258 1.98572  -0.2398
C 0.80361 -0.66554 2.69711  -0.0765
H -0.91951 0.50524 -1.84575  0.0672
H 0.86324 0.84448 -1.88667  0.0445
H -0.17764 1.60146 -0.71074  0.0568
H 0.01373 -1.41053 -0.78601  0.0616
H 1.06882 -0.59669 0.23883  0.1023
H -2.77962 -0.92989 1.43887  0.1041
H -2.65806 0.08207 -0.08217  0.1028
H -1.96454 -1.90188 -1.35530  0.0659
H -2.01734 -2.85488 -0.00299  0.0421
H -3.56598 -2.16329 -0.59386  0.0591
H -0.22670 -2.33289 1.61339  0.1269
H -1.25830 -1.34425 2.66238  0.0864
H 0.46823 0.27391 3.21386  0.0588
H 1.61003 -0.31087 2.02869  0.0584
H 1.18981 -1.41339 3.43225  0.0649
C 0.78446 4.02413 -3.93197  -0.0813
C -0.51785 3.63016 -3.33885  -0.2846
N -1.61467 3.94534 -4.26332  -0.1880
C -2.75292 3.04291 -4.05957  -0.2424
C -2.43168 1.61862 -4.64874  -0.0499
C -2.14376 5.33006 -3.98285  -0.2138
C -3.06375 5.82170 -5.17270  -0.0754
H 1.46900 3.82350 -3.11515  0.0511
H 0.95419 5.13077 -4.06903  0.0924
H 0.90297 3.63947 -4.92459  0.0516
H -0.53672 2.56235 -3.05302  0.0820
H -0.66924 4.10768 -2.34915  0.1237
H -2.97333 3.02790 -3.02755  0.0880
H -3.51084 3.46796 -4.73537  0.1030
H -2.21761 1.90276 -5.69259  0.0639
H -1.59517 1.13904 -4.14093  0.0458
H -3.26440 0.92205 -4.60743  0.0546
H -1.25403 5.93868 -3.96022  0.0907
H -2.68032 5.35203 -2.97130  0.1303
H -3.05175 6.92427 -5.08868  0.0727
H -4.11999 5.47130 -5.11774  0.0738
H -2.61453 5.55746 -6.09908  0.0308
C 0.08855 1.74400 -7.95485  -0.0623
C 0.30671 3.26222 -7.93368  -0.2792
N -0.65464 4.05239 -8.61577  -0.2024
C -0.56879 5.45404 -8.30639  -0.3051
C -1.57290 6.40299 -8.90181  -0.0900
C -0.93812 3.79774 -10.03746  -0.2153
C 0.31792 3.93232 -10.98458  -0.0801
H -0.89011 1.51720 -7.51739  0.0581
H 0.85573 1.21753 -7.40064  0.0661
H -0.03253 1.41432 -8.99492  0.0630
H 0.25335 3.67690 -6.90260  0.0937
H 1.32657 3.48992 -8.27179  0.1116
H -0.63073 5.57040 -7.19837  0.1050
H 0.48175 5.81502 -8.50810  0.1233
H -2.58429 6.01768 -8.66125  0.0931
H -1.29118 7.33513 -8.42279  0.0807
H -1.47801 6.47667 -9.94644  0.0450
H -1.71672 4.41634 -10.45707  0.0928
H -1.23932 2.75131 -10.19633  0.0993
H 0.77445 4.89659 -10.72093  0.0648
H -0.06049 3.84087 -12.01416  0.0704
H 1.11575 3.20298 -10.93980  0.0532
C 0.73761 -2.20610 -3.48087  -0.0564
C 1.07257 -3.35993 -2.47059  -0.2423
N 0.48622 -4.67238 -2.71357  -0.1809
C 1.08896 -5.40093 -3.89605  -0.2354
C 1.31596 -6.85662 -3.66623  -0.1020
C -0.91858 -4.72914 -2.65441  -0.2849
C -1.62030 -6.09515 -2.80270  -0.0632
H 1.03166 -1.19929 -3.08938  0.0558
H -0.29938 -2.21651 -3.69130  0.0363
H 1.32764 -2.28668 -4.45164  0.0814
H 2.16606 -3.45202 -2.43770  0.0935
H 0.82627 -2.99504 -1.47451  0.0828
H 0.55028 -5.24050 -4.80327  0.1069
H 2.02154 -4.86437 -4.00359  0.1009
H 1.80379 -7.06278 -2.68724  0.0794
H 0.38532 -7.45708 -3.72090  0.0588
H 1.96987 -7.24449 -4.51155  0.0935
H -1.30752 -4.03324 -3.39738  0.0991
H -1.14386 -4.25211 -1.73327  0.0824
H -2.66365 -5.94559 -2.39613  0.0873
H -1.11496 -6.79613 -2.16116  0.0496
H -1.67058 -6.48198 -3.82275  0.0702
C 0.09857 -6.45825 0.73946  -0.0899
C 1.00768 -6.43908 1.93564  -0.2945
N 1.71752 -5.17915 2.06949  -0.1704
C 2.57406 -4.95833 0.88403  -0.2614
C 3.54845 -6.08246 0.61399  -0.0860
C 2.47476 -5.04928 3.32334  -0.2569
C 1.49772 -4.57714 4.37556  -0.0932
H 0.65777 -6.41384 -0.22549  0.0675
H -0.53325 -5.54742 0.84527  0.0797
H -0.60446 -7.23643 0.73666  0.0547
H 0.41238 -6.52260 2.85884  0.0990
H 1.71007 -7.39013 1.98198  0.1387
H 1.95432 -4.82459 -0.03518  0.0939
H 3.03474 -3.98455 0.99436  0.0975
H 2.91122 -6.98880 0.60249  0.0612
H 4.03406 -5.95574 -0.38299  0.0830
H 4.39342 -6.13168 1.29366  0.0685
H 3.18049 -4.23432 3.27066  0.0970
H 3.06454 -5.93032 3.64853  0.1257
H 1.10284 -3.56846 4.18543  0.0511
H 2.02460 -4.54227 5.33024  0.0643
H 0.69487 -5.28490 4.43957  0.0478
C 0.87454 2.99465 6.65220  -0.0406
C 0.59362 1.47276 6.42480  -0.3136
N 1.56607 0.59998 7.00590  -0.1826
C 1.29603 0.55696 8.46637  -0.2502
C 2.66565 0.37351 9.14221  -0.1029
C 1.51623 -0.74136 6.43379  -0.2537
C 0.14116 -1.44870 6.31552  -0.0611
H 1.79035 3.29726 6.23073  0.0378
H 0.67547 3.33139 7.71477  0.0930
H 0.18649 3.54532 6.10652  0.0331
H -0.42630 1.14392 6.72890  0.0768
H 0.74446 1.30948 5.34269  0.0708
H 0.79332 1.40232 8.92583  0.1034
H 0.66446 -0.28948 8.80362  0.1107
H 3.10441 -0.54002 8.68033  0.0490
H 3.28349 1.27199 8.84212  0.0442
H 2.66313 0.23645 10.26357  0.0863
H 2.16455 -1.39225 7.01375  0.1019
H 1.91427 -0.61891 5.43671  0.0847
H 0.37197 -2.41789 5.84715  0.0546
H -0.59411 -0.86892 5.73260  0.0298
H -0.30645 -1.59605 7.29508  0.0658
C -5.64039 0.76693 -1.61142  -0.1006
C -6.22797 -0.44720 -2.38551  -0.2568
N -5.91601 -1.72541 -1.77118  -0.1948
C -6.88911 -1.91840 -0.74756  -0.2838
C -6.57585 -3.09005 0.18819  -0.0728
C -6.08167 -2.75586 -2.80070  -0.2703
C -5.09964 -2.69878 -3.94304  -0.0879
H -6.10997 1.14232 -0.70647  0.0414
H -5.60822 1.64912 -2.31287  0.0754
H -4.55354 0.70720 -1.36066  0.0514
H -7.35836 -0.35720 -2.46632  0.1292
H -5.82781 -0.33000 -3.42927  0.1047
H -6.84273 -1.03793 -0.08009  0.1186
H -7.93839 -1.99402 -1.12553  0.1262
H -5.66894 -3.01560 0.78905  0.0577
H -7.37955 -3.18384 0.84892  0.0543
H -6.36844 -3.99212 -0.37625  0.0567
H -7.13793 -2.77901 -3.15181  0.1272
H -5.87059 -3.72657 -2.30557  0.1089
H -5.22822 -1.82033 -4.55695  0.0529
H -5.21476 -3.59643 -4.56103  0.0773
H -4.07563 -2.83553 -3.56330  0.0733

[2]
The following is a DFT calculation (ωB97M-V/def2-TZVPD) of a structure of composition C4H8B2F8OSn at a distorted geometry.

The value obtained for the LUMO energy is -4.01 eV. Its gap between HOMO and LUMO is 7.681 eV. The energy relative to the best compared isomer or geometry (same formula, charge and spin) comes out at 31.40 kcal per mole. Its total energy is -1295.7306 hartree. The total charge is 0.

Last column: Löwdin charge in e.
Atoms and positions in Å:
Sn 1.08347 1.55403 -0.32443  1.9022
B 3.45049 2.24158 -2.96661  -1.2556
F 3.91929 1.64930 -1.75283  0.0360
F 4.05957 3.47030 -3.09999  0.1456
F 3.58974 1.33427 -3.99769  0.1516
F 2.02589 2.40358 -2.75372  -0.0352
B 1.48660 -1.38129 -1.74759  -1.2806
F 0.73858 -1.84319 -2.82376  0.1436
F 2.38526 -2.38122 -1.34564  0.1220
F 2.22659 -0.20535 -1.92494  0.0668
F 0.55130 -1.15882 -0.69905  0.0342
C -1.88991 -0.93948 2.73591  -0.1455
C -2.98712 -0.59989 1.73888  -0.1676
C -2.43641 0.54940 0.89736  -0.1335
O -0.98995 0.40027 1.09925  -0.3479
C -0.66035 -0.77463 1.85703  -0.2171
H -2.06002 -1.91804 3.17715  0.1226
H -1.78816 -0.20954 3.54143  0.1191
H -3.92525 -0.27616 2.19754  0.1188
H -3.27904 -1.49079 1.18244  0.1219
H -2.66760 1.48309 1.40012  0.1246
H -2.74175 0.38863 -0.13192  0.1284
H 0.26456 -0.62171 2.42479  0.1252
H -0.35577 -1.67433 1.31628  0.1203

[3]
The following is a DFT calculation (ωB97M-V/def2-TZVPD) of an isolated molecule of H3N3O2S at a distorted geometry.

The value obtained for the LUMO energy (alpha / beta) is -1.66 / -1.66 eV. Its gap between HOMO and LUMO (alpha / beta) is 7.734 / 7.731 eV. The energy relative to the best compared isomer or geometry (same formula, charge and spin) comes out at 75.72 kcal per mole. Its total energy is -714.5116 hartree. The total charge is 0. Its SMILES is NN(S)[N+](=O)[O-].

Last column: Löwdin charge in e.
Atoms and positions in Å:
N 0.19192 -1.33656 0.58477  0.0169
N -0.31431 -0.34920 -0.20060  -0.2824
N -0.84593 0.69906 0.46655  -0.4600
O -1.11524 0.51591 1.66433  0.0440
O -0.95982 1.74043 -0.17943  -0.0026
S 0.85281 0.21219 -1.88628  0.6554
H 0.74857 -1.99052 0.05925  0.0786
H 0.63983 -1.03581 1.53821  0.1531
H 0.80217 1.54448 -2.04679  -0.2029

[4]
The following is a DFT calculation (ωB97M-V/def2-TZVPD) of an isolated molecule of C4H9NO2.

The value obtained for the LUMO energy is 0.86 eV. Its gap between HOMO and LUMO is 10.815 eV. The energy relative to the best compared isomer or geometry (same formula, charge and spin) comes out at 12.13 kcal per mole. Its total energy is -363.0662 hartree. The total charge is 0. Its SMILES is NC(=O)CCCO.

Last column: Löwdin charge in e.
Atoms and positions in Å:
N 1.71190 1.20417 0.78106  0.1724
C 0.40823 1.31979 0.40405  -0.5558
O -0.43306 1.83182 1.13096  0.0301
C 0.06247 0.76600 -0.96673  -0.1174
C -0.01085 -0.76840 -0.99126  -0.1813
C -1.00677 -1.35092 0.01640  -0.2664
O -0.68778 -1.02867 1.35365  -0.0701
H 1.90314 1.36346 1.75942  0.1154
H 2.31367 0.54958 0.30405  0.1035
H -0.90673 1.19269 -1.24044  0.1233
H 0.80429 1.11173 -1.69387  0.1176
H -0.29531 -1.09242 -2.00219  0.1143
H 0.97913 -1.20042 -0.79167  0.1095
H -2.02866 -1.02551 -0.23584  0.1237
H -0.98380 -2.44533 -0.04817  0.1168
H -0.98083 -0.11890 1.52194  0.0645